ORCA calculation (wB97M-V/def2-TZVPD) on a 12-piece molecular cluster, C31H84N16O12 overall in a non-equilibrium geometry.

Values from the calculation:
LUMO level, eV: 0.0
Highest occupied orbital energy, eV: -8.3
Largest force on an atom, eV Å⁻¹: 8.2

Element x y z (Å)
C: -2.325 -4.853 6.381
C: -3.323 -3.799 6.105
C: -2.686 -2.632 5.194
C: -4.503 -4.486 5.314
C: -5.781 -3.717 5.254
C: -6.062 -3.351 6.714
C: -5.053 -2.573 7.570
C: -5.024 -1.139 7.153
C: -5.594 -2.647 9.002
N: -3.739 -3.258 7.441
O: -2.688 -2.599 8.020
H: -1.459 -4.326 6.781
H: -2.538 -5.711 7.020
H: -1.976 -5.162 5.396
H: -2.044 -3.025 4.406
H: -3.410 -1.958 4.736
H: -2.035 -2.035 5.833
H: -4.257 -4.395 4.256
H: -4.661 -5.534 5.570
H: -5.695 -2.868 4.576
H: -6.591 -4.239 4.743
H: -6.534 -4.224 7.165
H: -6.899 -2.658 6.628
H: -5.967 -0.600 7.241
H: -4.863 -1.050 6.079
H: -4.330 -0.499 7.698
H: -6.671 -2.500 9.074
H: -4.965 -2.061 9.672
H: -5.513 -3.708 9.241
H: -2.664 -1.801 7.486
C: 1.593 5.581 7.028
C: 0.273 5.666 6.219
C: -0.859 5.248 7.256
C: 0.202 7.196 5.780
C: -0.711 7.419 4.547
C: -0.351 6.521 3.396
C: -0.221 4.978 3.727
C: -1.568 4.422 3.800
C: 0.602 4.369 2.554
N: 0.479 4.803 5.045
O: 0.495 3.464 5.358
H: 2.496 5.851 6.481
H: 1.554 6.338 7.812
H: 1.707 4.691 7.647
H: -0.582 4.245 7.579
H: -0.705 5.896 8.119
H: -1.865 5.375 6.854
H: -0.074 7.805 6.641
H: 1.169 7.468 5.357
H: -1.777 7.354 4.766
H: -0.627 8.480 4.312
H: 0.658 6.894 3.222
H: -1.111 6.699 2.635
H: -2.252 5.166 3.392
H: -2.019 4.129 4.748
H: -1.781 3.570 3.154
H: 0.177 4.602 1.577
H: 0.754 3.294 2.652
H: 1.613 4.756 2.686
H: 1.395 3.176 5.188
N: 3.978 1.488 -11.721
C: 3.044 2.362 -11.402
N: 2.390 2.022 -10.330
O: 2.932 3.333 -12.077
H: 4.253 0.739 -11.102
H: 4.389 1.525 -12.643
H: 1.855 2.745 -9.869
H: 2.841 1.212 -9.930
N: 8.898 -1.576 -1.575
C: 8.395 -0.569 -1.011
N: 9.021 -0.263 0.069
O: 7.479 0.046 -1.496
H: 9.545 -2.090 -0.994
H: 8.642 -1.931 -2.485
H: 8.725 0.497 0.665
H: 9.917 -0.683 0.271
N: -5.591 -2.314 -8.394
C: -5.297 -1.017 -8.388
N: -4.372 -0.758 -7.467
O: -5.807 -0.165 -9.157
H: -6.384 -2.513 -8.987
H: -5.133 -2.874 -7.689
H: -3.851 0.075 -7.700
H: -4.203 -1.396 -6.702
N: -2.584 4.967 -4.674
C: -1.794 5.354 -5.642
N: -1.641 6.633 -5.682
O: -1.365 4.554 -6.465
H: -2.977 5.707 -4.109
H: -2.764 3.973 -4.681
H: -0.984 6.894 -6.404
H: -2.443 7.203 -5.451
N: 1.618 0.545 -3.587
C: 1.227 -0.460 -2.873
N: 2.198 -0.980 -2.162
O: 0.068 -0.844 -2.764
H: 1.076 1.142 -4.196
H: 2.590 0.782 -3.452
H: 1.959 -1.694 -1.489
H: 3.071 -0.473 -2.186
N: 6.565 -6.803 -5.022
C: 6.088 -5.702 -4.631
N: 5.352 -5.947 -3.576
O: 6.198 -4.623 -5.229
H: 6.349 -7.730 -4.685
H: 7.037 -6.787 -5.914
H: 4.746 -5.181 -3.316
H: 5.123 -6.909 -3.371
N: 5.567 -3.012 4.908
C: 4.659 -2.613 4.017
N: 4.914 -1.378 3.897
O: 4.020 -3.337 3.207
H: 6.080 -2.310 5.422
H: 5.620 -4.020 4.950
H: 4.598 -1.002 3.014
H: 5.219 -0.878 4.720
C: 7.947 3.264 -8.082
C: 8.022 2.189 -6.950
O: 8.388 2.928 -5.838
H: 8.002 2.594 -8.939
H: 8.789 3.948 -8.191
H: 6.963 3.731 -8.033
H: 8.795 1.434 -7.091
H: 7.016 1.781 -6.859
H: 8.099 2.462 -5.050
C: -8.026 -1.605 -1.459
C: -6.673 -1.001 -1.608
O: -5.807 -1.440 -0.583
H: -8.747 -1.306 -2.220
H: -8.442 -1.314 -0.495
H: -7.959 -2.686 -1.586
H: -6.793 0.078 -1.508
H: -6.351 -1.189 -2.632
H: -4.956 -1.250 -0.985
C: -1.137 -6.557 -4.506
C: -2.551 -6.654 -5.006
O: -3.160 -5.408 -4.668
H: -0.763 -5.569 -4.775
H: -0.537 -7.373 -4.911
H: -1.173 -6.654 -3.421
H: -3.120 -7.444 -4.514
H: -2.665 -6.854 -6.072
H: -3.032 -5.119 -3.761

=====

ORCA calculation (wB97M-V/def2-TZVPD) on a 11-piece molecular cluster, C31H84O11 overall in a non-equilibrium geometry.

Values from the calculation:
LUMO level, eV: 0.5
Relative energy (zero: lowest compared OMol25 entry of this formula, charge and spin), eV: 14.690
Highest occupied orbital energy, eV: -9.4
Largest force on an atom, eV Å⁻¹: 13.4

Element x y z (Å)
C: 4.477 0.689 -1.343
C: 5.619 1.162 -2.316
C: 5.585 0.460 -3.528
O: 5.468 2.435 -2.483
H: 4.257 1.208 -0.396
H: 4.618 -0.336 -1.041
H: 3.600 0.752 -2.145
H: 6.397 1.107 -1.760
H: 4.650 0.691 -4.104
H: 5.890 -0.613 -3.424
H: 6.469 0.913 -4.247
H: 5.481 2.928 -1.711
C: -3.255 4.857 0.423
C: -3.954 3.455 0.320
C: -4.036 2.976 -1.124
O: -3.377 2.347 0.996
H: -2.232 4.830 -0.077
H: -3.293 5.275 1.457
H: -3.802 5.643 -0.058
H: -4.893 3.441 0.772
H: -4.624 3.607 -1.657
H: -4.442 2.009 -1.127
H: -2.975 3.259 -1.562
H: -3.896 1.655 1.055
C: 3.495 -3.179 -2.202
C: 2.974 -3.017 -3.714
C: 2.073 -1.731 -3.748
O: 4.161 -2.909 -4.484
H: 4.313 -2.376 -2.231
H: 3.984 -4.152 -2.217
H: 2.657 -3.183 -1.451
H: 2.341 -3.820 -3.915
H: 1.823 -1.543 -4.737
H: 2.801 -0.840 -3.255
H: 1.179 -1.942 -3.184
H: 4.966 -3.423 -4.233
C: -1.659 -0.996 3.506
C: -0.778 -0.325 4.592
C: -0.145 -1.271 5.596
O: 0.230 0.375 3.941
H: -1.335 -1.497 2.684
H: -2.201 -0.165 3.052
H: -2.551 -1.533 3.815
H: -1.486 0.408 5.253
H: 0.278 -2.106 5.030
H: -0.784 -1.788 6.284
H: 0.496 -0.752 6.281
H: -0.301 0.966 3.482
C: 2.513 -3.741 1.704
C: 1.189 -4.157 2.366
C: 0.434 -5.169 1.708
O: 1.505 -4.742 3.734
H: 2.158 -3.207 0.883
H: 3.236 -4.416 1.503
H: 3.123 -3.078 2.437
H: 0.606 -3.174 2.416
H: 0.804 -6.029 1.597
H: 0.296 -4.825 0.812
H: -0.448 -5.237 2.178
H: 0.710 -4.408 4.203
C: 4.720 2.096 3.018
C: 3.436 1.257 3.079
C: 3.523 -0.134 2.294
O: 3.131 0.948 4.412
H: 4.655 3.106 3.434
H: 5.115 2.303 2.059
H: 5.427 1.646 3.640
H: 2.723 1.800 2.358
H: 3.949 0.047 1.374
H: 2.445 -0.369 2.042
H: 4.127 -0.720 2.887
H: 2.328 0.570 4.386
C: -3.046 1.122 -5.622
C: -1.593 1.551 -5.600
C: -0.746 0.939 -4.433
O: -0.954 1.096 -6.806
H: -3.655 1.291 -4.508
H: -3.001 0.035 -6.002
H: -3.747 1.736 -6.209
H: -1.388 2.624 -5.713
H: -0.525 0.059 -4.418
H: -1.348 1.226 -3.462
H: 0.327 1.481 -4.455
H: -0.074 1.526 -6.942
C: -2.588 -3.204 -2.919
C: -3.544 -2.095 -2.252
C: -5.029 -2.371 -2.352
O: -3.127 -1.742 -0.863
H: -1.586 -3.054 -2.590
H: -2.500 -3.276 -3.961
H: -2.874 -4.161 -2.529
H: -3.160 -1.193 -2.805
H: -5.731 -1.831 -1.841
H: -5.019 -3.424 -2.106
H: -5.324 -2.478 -3.356
H: -2.274 -1.497 -0.921
C: -1.869 3.574 4.622
C: -0.904 3.588 3.294
C: 0.527 3.661 3.631
O: -1.029 2.528 2.452
H: -2.956 3.766 4.259
H: -1.554 4.232 5.356
H: -1.923 2.638 5.166
H: -1.207 4.390 2.803
H: 0.553 4.564 4.261
H: 1.066 3.772 2.767
H: 0.675 2.731 4.423
H: -1.755 2.682 1.959
C: 0.225 -1.015 -0.175
C: -0.360 0.497 -0.223
C: 0.550 1.420 -1.068
O: -1.554 0.348 -0.830
H: -0.493 -1.699 0.342
H: 1.201 -0.879 0.371
H: 0.135 -1.437 -1.129
H: -0.519 0.701 0.809
H: 0.146 2.472 -1.037
H: 0.572 1.145 -2.299
H: 1.413 1.642 -0.681
H: -2.099 1.080 -0.575
C: -5.589 -0.860 1.696
O: -4.670 -0.238 0.882
H: -6.488 -1.235 0.983
H: -5.971 -0.109 2.438
H: -5.378 -1.766 2.345
H: -4.204 -0.874 0.240

=====

ORCA calculation (wB97M-V/def2-TZVPD) on a 10-piece molecular cluster, C31H87F3O38P9 overall in a non-equilibrium geometry.

Values from the calculation:
LUMO level, eV: 1.9
Relative energy (zero: lowest compared OMol25 entry of this formula, charge and spin), eV: 3.935
Highest occupied orbital energy, eV: -3.5
Largest force on an atom, eV Å⁻¹: 2.9
Net charge: -1

Element x y z (Å)
C: 0.018 -1.106 0.728
O: 0.330 -0.387 -0.493
O: 0.091 -2.392 0.442
C: 0.987 -0.467 1.788
F: 0.424 0.507 2.590
F: 1.381 -1.426 2.661
F: 2.120 0.112 1.332
C: -0.514 0.696 -0.833
C: -0.134 0.935 -2.279
H: 0.844 1.401 -2.407
H: -0.265 0.067 -2.917
H: -0.757 1.749 -2.685
H: -0.276 1.602 -0.258
H: -1.592 0.513 -0.757
H: -0.975 -0.853 1.152
C: -6.958 3.100 5.638
O: -5.945 2.465 4.917
P: -4.437 2.446 5.457
O: -3.680 3.700 5.395
O: -4.553 1.824 6.947
C: -4.414 2.607 8.110
O: -3.818 1.191 4.725
C: -2.768 1.369 3.778
H: -7.675 2.381 6.049
H: -7.545 3.631 4.880
H: -6.767 3.819 6.437
H: -3.375 2.919 8.265
H: -4.576 2.013 9.009
H: -5.036 3.498 8.012
H: -2.052 0.559 3.909
H: -2.254 2.320 3.913
H: -3.157 1.264 2.764
C: 2.905 6.803 4.376
O: 1.665 6.299 4.848
P: 1.551 4.795 5.360
O: 1.854 4.615 6.796
O: 0.098 4.311 4.914
C: -1.076 5.073 5.213
O: 2.538 3.997 4.366
C: 2.304 2.598 4.129
H: 3.072 6.439 3.362
H: 3.746 6.415 4.958
H: 2.976 7.883 4.477
H: -1.588 4.923 4.253
H: -0.986 6.151 5.050
H: -1.651 4.701 6.050
H: 3.157 1.930 4.243
H: 1.931 2.511 3.111
H: 1.568 2.121 4.779
C: -1.694 3.106 -9.886
O: -1.236 3.360 -8.569
P: 0.223 2.918 -8.164
O: 0.545 1.488 -8.168
O: 0.335 3.664 -6.730
C: -0.506 3.321 -5.634
O: 1.045 3.959 -9.057
C: 2.469 3.958 -8.964
H: -1.620 3.974 -10.541
H: -2.738 2.805 -9.801
H: -1.171 2.286 -10.385
H: -0.980 2.337 -5.677
H: -1.255 4.104 -5.523
H: 0.153 3.275 -4.767
H: 2.972 3.605 -8.063
H: 2.861 4.964 -9.115
H: 2.821 3.329 -9.784
C: 3.823 -0.127 -1.531
O: 3.844 -0.326 -2.934
P: 2.745 -1.306 -3.538
O: 2.182 -2.265 -2.578
O: 3.428 -2.024 -4.788
C: 2.944 -3.217 -5.348
O: 1.607 -0.369 -4.209
C: 1.764 0.177 -5.522
H: 2.814 0.060 -1.163
H: 4.378 0.775 -1.253
H: 4.329 -0.947 -1.021
H: 1.952 -3.508 -4.995
H: 3.686 -3.971 -5.080
H: 2.823 -3.233 -6.436
H: 1.802 -0.562 -6.322
H: 2.715 0.718 -5.516
H: 0.891 0.816 -5.632
C: -1.245 -2.096 7.127
O: -2.680 -1.891 6.913
P: -3.270 -2.736 5.672
O: -2.766 -4.114 5.553
O: -4.849 -2.689 5.861
C: -5.532 -3.210 6.979
O: -2.978 -1.825 4.416
C: -3.406 -2.227 3.115
H: -1.279 -2.608 8.091
H: -0.900 -1.096 7.386
H: -0.629 -2.622 6.406
H: -6.445 -3.672 6.615
H: -5.714 -2.385 7.677
H: -4.956 -3.859 7.645
H: -4.443 -2.546 3.253
H: -2.799 -3.015 2.670
H: -3.403 -1.391 2.417
C: -1.554 -0.857 -7.764
O: -0.900 -1.238 -6.547
P: -1.378 -2.497 -5.632
O: -0.426 -2.750 -4.549
O: -2.824 -2.043 -5.269
C: -3.126 -1.309 -4.107
O: -1.642 -3.699 -6.662
C: -0.610 -4.046 -7.590
H: -0.902 -0.976 -8.627
H: -1.909 0.163 -7.643
H: -2.412 -1.512 -7.933
H: -2.800 -0.271 -4.198
H: -2.765 -1.828 -3.218
H: -4.208 -1.238 -3.964
H: 0.003 -3.167 -7.794
H: -1.131 -4.272 -8.521
H: -0.016 -4.891 -7.251
C: 3.908 -3.291 1.185
O: 4.550 -3.269 -0.087
P: 4.392 -4.563 -1.011
O: 3.032 -4.979 -1.284
O: 5.093 -4.172 -2.389
C: 6.308 -3.391 -2.351
O: 5.358 -5.684 -0.339
C: 6.474 -5.328 0.446
H: 3.956 -2.367 1.755
H: 4.408 -4.028 1.832
H: 2.887 -3.683 1.176
H: 6.011 -2.428 -2.766
H: 7.137 -3.882 -2.856
H: 6.616 -3.193 -1.325
H: 7.429 -5.572 -0.042
H: 6.546 -5.898 1.372
H: 6.648 -4.262 0.586
C: 0.387 -4.088 3.580
O: 1.326 -5.136 3.319
P: 1.037 -6.110 2.041
O: 0.955 -5.372 0.780
O: 2.145 -7.256 2.123
C: 3.401 -6.969 2.759
O: -0.324 -6.819 2.507
C: -0.232 -7.752 3.582
H: 0.665 -3.121 3.991
H: -0.323 -4.458 4.332
H: -0.255 -3.915 2.713
H: 3.295 -7.447 3.734
H: 3.751 -5.943 2.832
H: 4.173 -7.515 2.215
H: 0.206 -7.227 4.437
H: 0.355 -8.621 3.292
H: -1.217 -8.037 3.949
C: -2.370 3.613 0.659
O: -2.247 4.209 -0.649
P: -1.091 5.271 -1.045
O: -0.602 5.177 -2.440
O: -1.733 6.706 -0.720
C: -2.415 7.394 -1.777
O: 0.040 4.965 0.056
C: 0.894 6.002 0.527
H: -1.396 3.530 1.138
H: -2.834 2.634 0.600
H: -2.946 4.282 1.301
H: -2.619 8.385 -1.378
H: -3.289 6.853 -2.134
H: -1.651 7.496 -2.551
H: 1.915 5.715 0.285
H: 0.742 6.214 1.586
H: 0.714 6.976 0.065